Entry from OMol25: a 26-piece molecular cluster, C7H52F5N4O28S3 overall (the ωB97M-V functional and the def2-TZVPD basis).

XYZ file:
```
99
Properties=species:S:1:pos:R:3:forces:R:3
O -0.15025 -0.40758 2.60041 0.23 -0.48 -4.55
S 0.17350 -0.92809 1.23745 1.62 -3.58 5.88
O 1.23333 -1.99176 1.29758 -3.30 3.47 -1.62
F -1.22039 -1.71870 0.69727 2.85 2.28 0.22
C 0.63305 0.50538 0.17542 -0.77 2.03 -3.37
N -0.19615 0.84666 -0.94453 3.40 2.77 0.47
N -1.34322 0.26072 -1.45786 0.69 -3.46 -2.48
C -0.94314 -0.64126 -2.35505 2.19 -1.47 -0.15
S -0.15233 -1.79455 -3.24802 -2.81 3.87 3.15
C 0.30883 2.01296 -1.63432 2.81 -0.06 2.41
O -0.31674 2.53736 -2.77755 2.28 -1.85 2.17
C 1.58050 2.41015 -0.86290 -3.38 -1.59 -0.48
C 2.55336 3.61662 -1.21595 -0.53 0.12 -0.30
F 1.94720 4.30963 -2.31703 1.24 -1.59 2.43
F 2.72519 4.55570 -0.17660 -0.28 -2.20 -2.23
C 3.95061 3.03841 -1.79673 0.48 0.83 -0.47
F 3.67452 1.74952 -2.35269 0.84 2.38 1.46
F 4.98114 3.01204 -0.81396 -2.52 -0.45 -2.04
N 1.72394 1.43253 0.22633 -3.98 -0.86 -2.76
N 2.71364 1.32318 1.19113 -0.98 3.59 2.64
C 2.62807 2.37499 2.01132 3.52 1.40 0.34
S 3.13965 3.69475 2.87098 -2.15 -4.43 -2.51
H 0.23249 2.21031 -3.54073 -0.82 0.49 0.54
H 4.24931 3.74361 -2.65900 -0.14 -1.31 1.39
O -1.43024 -0.80559 5.58679 0.09 -0.02 -0.35
H -1.60637 -1.75209 5.65165 -0.08 0.16 0.14
H -1.07711 -0.69451 4.69459 0.03 -0.04 0.11
O 7.19680 5.41021 -1.25184 -0.14 -0.25 0.14
H 8.08255 5.15279 -0.96723 -0.07 0.11 -0.07
H 6.65721 4.63064 -1.06935 0.17 0.09 -0.01
O 4.66482 6.33930 2.08679 0.11 0.02 -0.18
H 4.70362 6.13464 1.14390 0.08 0.02 0.11
H 5.12775 7.18393 2.16100 -0.18 -0.01 -0.04
O -1.98115 -0.33096 -5.03027 0.22 -0.14 -0.39
H -2.67584 0.01496 -5.60710 -0.05 0.07 0.23
H -2.43947 -0.97562 -4.47699 -0.16 0.21 -0.10
O -0.68313 -4.49265 -1.98357 -0.13 0.35 -0.02
H -0.03563 -4.11762 -1.37255 0.12 -0.39 -0.13
H -0.38615 -5.40664 -2.10454 0.04 -0.04 0.32
O 0.23276 -7.30571 -2.41643 -0.23 0.04 -0.30
H 0.09201 -8.21703 -2.13149 0.04 0.15 0.09
H -0.31082 -7.22373 -3.21113 0.10 -0.16 0.02
O -3.35361 -2.18062 -2.28116 0.12 -0.03 -0.07
H -4.18206 -2.67004 -2.14816 -0.13 -0.04 0.37
H -2.69937 -2.68305 -1.77605 -0.07 -0.19 -0.21
O 4.00044 -2.15914 2.62846 -0.28 -0.18 -0.14
H 3.86318 -2.31343 3.57416 0.30 -0.14 0.09
H 3.14348 -2.35278 2.23203 -0.06 0.28 0.07
O 4.49377 -4.82534 0.92978 -0.66 0.01 0.01
H 4.04657 -5.42346 1.54221 0.37 -0.04 0.07
H 4.26018 -3.94235 1.25084 0.44 0.02 0.23
O 2.73070 -1.06063 -1.43347 -0.03 0.27 -0.15
H 3.45439 -1.69599 -1.51254 -0.16 -0.07 0.12
H 2.99417 -0.33406 -2.01222 0.08 -0.15 0.06
O -3.26547 1.65357 5.67165 -0.01 0.05 -0.37
H -2.54722 1.01044 5.58723 -0.14 -0.16 0.29
H -3.00534 2.37717 5.08188 0.08 0.14 0.11
O -1.87458 3.70094 3.98411 0.34 -0.15 -0.23
H -0.97888 3.86790 4.30319 -0.19 0.06 0.15
H -1.78579 3.70122 3.02316 -0.24 0.07 0.10
O -4.49590 3.54603 8.09615 0.11 -0.34 -0.04
H -4.30803 2.85957 7.44154 0.03 -0.11 -0.02
H -3.74340 3.50658 8.69847 -0.12 0.12 -0.06
O 1.55887 -4.68520 0.01853 -0.11 0.16 0.29
H 1.13038 -4.03348 0.58694 0.12 -0.13 0.01
H 2.39999 -4.87586 0.46359 0.00 0.05 -0.48
O 5.59482 6.39350 4.95802 0.12 0.14 -0.25
H 5.63251 6.18995 4.01438 -0.07 -0.09 0.14
H 6.05865 7.23611 5.03618 -0.06 -0.14 0.15
O -2.83927 4.09267 -1.09834 0.32 0.01 0.01
H -2.13123 3.44541 -1.18945 -0.22 0.04 -0.11
H -2.57167 4.81475 -1.68056 -0.14 -0.05 0.07
O 0.00041 -2.02706 -6.83390 0.02 0.34 0.17
H -0.45066 -1.37426 -6.27913 -0.13 -0.02 -0.13
H 0.82501 -2.20037 -6.36623 -0.22 -0.13 0.01
O 4.43801 -3.27448 5.55406 0.03 -0.15 0.01
H 4.24294 -4.21292 5.66588 -0.01 0.13 -0.02
H 5.27100 -3.15101 6.02557 -0.10 0.08 -0.10
O -4.38562 0.06696 -3.72385 -0.19 0.03 0.33
H -3.99242 -0.40819 -2.97671 -0.10 0.05 -0.02
H -5.24222 0.36165 -3.39069 0.09 0.01 -0.15
O -4.55923 5.97615 6.73910 -0.21 -0.09 -0.41
H -4.70240 5.06166 7.03651 0.17 0.19 0.29
H -5.11352 6.05769 5.95410 0.10 0.12 0.13
O -5.63764 -3.67687 -1.21405 -0.21 0.00 0.01
H -5.80030 -3.82517 -0.27452 0.13 0.05 -0.10
H -6.48282 -3.88249 -1.63365 0.15 0.01 -0.06
O 1.64228 -4.01493 -5.45653 0.23 -0.03 -0.08
H 1.47506 -4.96359 -5.40084 -0.03 0.14 0.07
H 2.00551 -3.89427 -6.34316 0.00 -0.17 0.09
O -5.38209 1.14692 3.43802 0.29 -0.20 -0.21
H -5.19448 0.46232 2.78531 -0.14 0.11 0.07
H -4.62745 1.10864 4.04321 -0.13 0.10 0.28
O -4.20861 -2.80980 -5.29945 0.21 0.17 0.22
H -4.10623 -2.60406 -4.35918 -0.04 -0.03 -0.18
H -3.36670 -2.54630 -5.69174 -0.12 -0.22 -0.13
O -5.62562 -5.09191 -6.47562 -0.02 0.11 -0.07
H -5.54583 -4.81720 -7.39640 -0.05 -0.08 0.13
H -5.31441 -4.32440 -5.97386 0.11 -0.06 -0.09
```
Forces are in eV/Å.

Properties
Strongest force on any atom: 0.137 Eh/bohr
Charge: +1
Energy: -4316.95215 Ha
ΔE to the lowest compared entry with this formula, charge and spin: 583.6 kJ/mol
Lowest unoccupied orbital energy: -5.3780 eV


Entry from OMol25: C7H5AsF5O3ReS5Te as an isolated structure (the ωB97M-V functional and the def2-TZVPD basis).

XYZ file:
```
28
Properties=species:S:1:pos:R:3:forces:R:3
Re -1.59978 0.31825 -1.56348 -0.68 -0.58 0.63
S -5.93146 1.24119 -3.87312 -0.12 0.04 -0.06
As -3.85345 1.47794 -3.49217 0.13 -0.05 0.00
S -2.90698 2.09216 -1.55103 0.05 0.28 -0.01
S -2.22212 -0.08936 -3.62980 0.10 -0.32 -0.18
S -4.74585 2.72874 -4.96641 -0.08 -0.01 -0.06
F -4.04404 0.78675 2.16623 -0.20 -0.35 0.29
Te -3.18370 -0.44405 1.13866 -0.61 -0.36 0.62
F -1.86944 0.89981 0.94754 0.08 0.43 -0.28
F -4.54123 -0.05808 -0.05673 0.10 0.27 -0.14
F -3.92743 -2.10044 1.28180 -0.25 0.19 0.07
F -2.21865 -0.94858 2.59771 0.46 -0.14 -0.18
O -2.24404 -1.04156 -0.43766 0.37 0.44 -0.65
O 5.28359 -0.65408 2.67769 -0.05 -0.04 0.01
C 4.26318 -1.36482 2.19313 0.09 -0.07 -0.09
O 4.10101 -2.51730 2.45512 -0.02 0.05 0.05
C 3.31013 -0.67899 1.23635 -0.03 0.02 0.00
C 1.99849 -1.16503 1.22584 0.00 0.02 -0.01
C 1.08034 -0.64284 0.34951 -0.03 0.08 -0.10
C 1.48655 0.36101 -0.54168 -0.18 -0.10 0.09
S 0.42115 1.09288 -1.73137 0.71 0.15 -0.02
C 2.79794 0.83687 -0.56004 -0.04 0.12 -0.12
C 3.70389 0.31034 0.34305 0.11 -0.05 0.11
H 5.20599 0.28895 2.49317 0.03 0.06 0.01
H 1.73751 -1.96422 1.90633 -0.02 -0.01 0.00
H 0.06715 -1.01942 0.33742 0.05 -0.08 0.06
H 3.10155 1.59754 -1.26753 0.02 0.00 0.01
H 4.72971 0.65635 0.32146 -0.01 0.02 -0.02
```
Forces are in eV/Å.

Properties
Strongest force on any atom: 0.021 Eh/bohr
Charge: +2
Energy: -5567.16746 Ha
ΔE to the lowest compared entry with this formula, charge and spin: 142.3 kJ/mol
Lowest unoccupied orbital energy: -10.1103 eV


Entry from OMol25: a 2-piece molecular cluster, C7H5Cl2O3P overall (the ωB97M-V functional and the def2-TZVPD basis).

XYZ file:
```
18
Properties=species:S:1:pos:R:3:forces:R:3
C 0.52105 -0.40570 0.99566 0.11 -0.05 0.05
C 1.02236 -0.71525 -0.25881 0.05 -0.17 0.21
C -0.47832 0.56219 1.10361 -0.11 -0.10 0.10
C 0.56361 -0.06556 -1.38190 -0.28 0.07 -0.24
C -0.96945 1.19813 -0.00772 -0.31 0.07 -0.10
C -0.42433 0.93713 -1.28031 0.54 -0.84 0.46
C -0.85860 1.50997 -2.53345 0.05 0.73 -0.40
O 1.05978 4.49307 -2.32995 -0.56 0.72 -0.10
O -0.52734 1.27154 -3.66540 0.06 -0.29 0.43
O 2.39644 2.44156 -1.77138 0.53 -0.88 0.28
P 1.19949 3.27969 -1.46770 0.29 0.29 -1.17
Cl -2.29960 2.60493 -2.34258 -0.56 0.34 -0.04
Cl 1.82180 4.26463 0.64386 -0.06 0.09 0.53
H 0.90525 -0.89712 1.87870 0.05 -0.03 0.08
H 1.79180 -1.47244 -0.35293 0.07 0.00 -0.05
H -0.86119 0.82563 2.08295 -0.04 0.03 -0.01
H 0.96260 -0.28814 -2.35990 0.09 0.06 -0.01
H -1.72313 1.96693 0.10018 0.09 -0.04 -0.03
```
Forces are in eV/Å.

Properties
Strongest force on any atom: 0.024 Eh/bohr
Charge: -2
Energy: -1757.27349 Ha
Lowest unoccupied orbital energy (alpha / beta): 5.5718 / 5.6236 eV


Entry from OMol25: C7H5Cl3HgO7 as an isolated structure (the ωB97M-V functional and the def2-TZVPD basis).

XYZ file:
```
23
Properties=species:S:1:pos:R:3:forces:R:3
Hg -1.27872 -1.04803 0.25259 1.92 4.98 2.49
Cl 4.01767 3.66504 -0.14518 3.87 5.23 -1.68
C 3.18103 2.48109 0.40208 -7.12 -2.88 2.57
C 3.48674 1.21144 0.38986 13.87 0.89 -0.41
C 3.01422 0.08531 0.10806 -9.96 -7.22 0.55
Cl 3.25194 -1.91232 0.02778 1.50 3.04 0.04
C 1.56080 0.21449 0.41134 -0.99 -3.87 0.23
O 0.94191 -0.98207 0.79673 -0.27 4.25 -1.44
C 0.94485 1.58767 0.36985 -8.29 -11.42 -0.45
C -0.80847 1.89589 0.14252 6.47 -7.88 3.75
O -1.68780 1.08689 -0.05518 -3.54 -3.28 -1.24
C 1.76641 2.47352 0.48347 3.99 13.78 -0.92
H 4.69368 1.06765 0.30879 -1.71 0.57 0.21
H -0.61226 2.76257 0.01532 0.37 11.56 -2.15
H 1.23493 3.65477 0.33064 1.42 -2.80 0.62
O -3.71382 -0.84349 0.93526 -4.73 1.19 -6.34
H -4.44493 0.06001 0.27890 3.61 -3.85 3.18
H -3.97459 -1.75337 -0.07617 1.27 2.87 3.80
O -2.13848 -4.50551 -1.81370 -1.72 1.00 1.03
Cl -2.41619 -3.27531 -1.11523 5.04 0.88 5.32
O -1.59863 -2.22679 -1.52679 1.22 1.32 -7.68
O -3.71476 -2.70553 -0.94320 -3.39 -1.90 -1.55
O -1.70553 -2.99393 0.42227 -2.81 -6.45 0.08
```
Forces are in eV/Å.

Properties
Strongest force on any atom: 0.280 Eh/bohr
Charge: -1
Multiplicity: 2
Energy: -2329.60941 Ha
Lowest unoccupied orbital energy (alpha / beta): 1.4731 / 1.5910 eV